DFT (ωB97M-V/def2-TZVPD) results for the molecule C7H12N2.

As for the molar mass: 124.2 g/mol. The SMILES is C[C@@]12CN3C[C@H]3[C@]1(C)N2. The total energy comes out at -383.323345 Eh. Its largest force on an atom is 3.8 eV Å⁻¹. As for the energy above the lowest of the compared OMol25 structures with the same formula, charge and spin: 2.7176 eV.

Each line ends with the Löwdin charge.
Element x y z (Å)
C 1.021 1.734 0.290  -0.052
C -0.232 0.892 0.308  -0.444
C -1.111 1.083 -0.929  -0.097
N -1.566 -0.307 -1.224  -0.058
C -0.529 -1.159 -1.622  -0.159
C -1.094 -1.314 -0.252  -0.174
C -0.197 -0.591 0.703  -0.450
C 1.055 -1.335 1.109  -0.019
N -0.919 0.379 1.482  0.148
H 0.612 2.841 0.308  0.116
H 1.744 1.760 1.133  0.067
H 1.716 1.486 -0.598  0.106
H -0.473 1.531 -1.756  0.135
H -1.961 1.713 -0.575  0.127
H -0.664 -1.930 -2.485  0.132
H 0.542 -0.809 -1.634  0.118
H -1.891 -2.000 0.050  0.145
H 1.813 -0.629 1.560  0.082
H 0.934 -2.293 1.753  0.111
H 1.538 -1.577 0.123  0.083
H -0.339 0.525 2.258  0.081


DFT (ωB97M-V/def2-TZVPD) results for a structure of composition C24H20FFeN3O3S.

As for the molar mass: 505.4 g/mol. The total energy comes out at -3078.420699 Eh. Its spin multiplicity is 6. As for the net charge: -1. Its largest force on an atom is 1.0 eV Å⁻¹. As for the energy above the lowest of the compared OMol25 structures with the same formula, charge and spin: 1.2765 eV.

Each line ends with the Löwdin charge.
Element x y z (Å)
Fe -0.309 0.562 0.313  0.756
N -0.428 2.815 0.963  -0.016
C -1.107 3.483 -0.165  -0.177
C -2.276 2.613 -0.654  -0.585
O -3.385 3.148 -0.823  -0.041
N -1.903 1.356 -0.823  -0.048
C -2.926 0.343 -0.972  -0.141
C -2.863 -0.660 0.193  -0.636
O -3.743 -1.498 0.338  0.001
O -1.819 -0.559 0.969  -0.170
H -0.998 2.878 1.800  0.091
H 0.466 3.246 1.164  0.079
H -0.375 3.583 -0.969  0.106
H -1.496 4.471 0.088  0.101
H -2.751 -0.251 -1.878  0.107
H -3.934 0.755 -1.040  0.113
S 3.929 0.688 2.395  1.092
C 2.856 0.403 3.729  -0.473
C 3.131 0.301 5.091  -0.101
C 2.074 0.078 5.952  -0.104
C 0.763 -0.048 5.473  -0.088
C 0.487 0.050 4.124  -0.002
C 1.548 0.282 3.250  -0.293
N 1.423 0.416 1.877  0.051
C 2.564 0.624 1.301  -0.512
C 2.679 0.841 -0.155  -0.276
C 3.930 0.984 -0.757  -0.083
C 3.994 1.183 -2.124  -0.110
C 2.808 1.244 -2.854  -0.106
C 1.580 1.102 -2.225  -0.128
C 1.456 0.890 -0.841  -0.144
H 4.142 0.394 5.465  0.102
H 2.262 -0.004 7.015  0.096
H -0.044 -0.228 6.171  0.100
H -0.515 -0.060 3.728  0.116
H 4.846 0.934 -0.177  0.081
H 4.952 1.288 -2.618  0.091
H 2.856 1.401 -3.927  0.092
H 0.672 1.167 -2.819  0.088
F -3.983 -3.653 -4.704  0.033
C -3.037 -3.328 -3.787  -0.283
C -3.197 -3.762 -2.482  -0.008
C -2.233 -3.435 -1.552  -0.034
C -1.095 -2.676 -1.914  -0.314
C -0.106 -2.332 -0.979  0.076
C -0.998 -2.235 -3.257  -0.040
C -1.958 -2.561 -4.191  -0.024
H -4.081 -4.319 -2.207  0.118
H -2.368 -3.712 -0.515  0.116
H 0.723 -1.706 -1.282  0.044
H -0.165 -2.659 0.048  0.066
H -0.153 -1.618 -3.541  0.108
H -1.897 -2.221 -5.216  0.112


DFT (ωB97M-V/def2-TZVPD) results for a structure of composition C4H11NOS.

As for the molar mass: 121.2 g/mol. The total energy comes out at -687.037915 Eh. Its largest force on an atom is 4.3 eV Å⁻¹. As for the energy above the lowest of the compared OMol25 structures with the same formula, charge and spin: 4.6647 eV.

Each line ends with the Löwdin charge.
Element x y z (Å)
C 0.347 1.542 -0.139  -0.481
C -0.639 2.562 0.544  -0.104
C 0.089 -1.606 1.732  -0.122
C 0.494 -2.955 -0.067  -0.209
N 0.911 -2.231 1.042  -0.099
O -1.617 0.169 -1.050  -0.564
S -0.125 0.258 -0.955  0.840
H 1.380 1.617 0.284  0.085
H -1.638 2.290 0.140  0.065
H -0.295 3.605 0.240  0.098
H -0.528 2.342 1.549  0.035
H 0.396 2.917 -3.234  0.039
H -1.060 -1.706 1.620  0.109
H 0.416 -1.210 2.726  0.076
H -0.502 -2.740 -0.527  0.090
H 1.238 -2.989 -0.801  0.054
H 0.522 -4.022 0.052  0.078
H 0.610 2.157 -3.157  0.010


DFT (ωB97M-V/def2-TZVPD) results for a cluster of 2 separate species, C2H4ClN3 in total.

As for the molar mass: 105.5 g/mol. The total energy comes out at -702.897092 Eh. Its largest force on an atom is 3.7 eV Å⁻¹. As for the energy above the lowest of the compared OMol25 structures with the same formula, charge and spin: 3.0903 eV.

Each line ends with the Löwdin charge.
Element x y z (Å)
C -1.094 -1.779 -0.188  -0.030
C 0.732 1.416 0.557  -0.248
N -1.077 -0.536 -0.265  -0.161
N -1.075 0.586 -0.051  0.169
N 1.595 0.497 0.172  -0.496
Cl 2.407 0.645 -1.364  0.458
H -0.478 -2.411 -0.838  0.080
H -1.930 -2.184 0.376  0.076
H 0.192 1.396 1.543  0.094
H 0.729 2.371 0.058  0.058


DFT (ωB97M-V/def2-TZVPD) results for a structure of composition C25H36F3NP2Pd.

As for the molar mass: 575.9 g/mol. The total energy comes out at -2139.098325 Eh. As for the net charge: -2. Its largest force on an atom is 4.0 eV Å⁻¹. As for the energy above the lowest of the compared OMol25 structures with the same formula, charge and spin: 1.0384 eV.

Each line ends with the Löwdin charge.
Element x y z (Å)
Pd 0.185 -1.560 0.120  0.187
C 3.666 -1.354 -1.480  -0.134
C 3.583 -0.961 -0.010  -0.607
C 3.858 -2.129 0.942  -0.137
P 1.894 -0.259 0.273  0.883
C 2.122 0.371 2.065  -0.522
C 0.861 1.175 2.531  -0.118
C 3.382 1.198 2.316  -0.141
C 1.945 1.257 -0.741  -0.268
C 3.202 1.758 -1.202  -0.139
C 3.337 2.711 -2.208  -0.134
C 2.146 3.097 -2.842  -0.146
C 0.912 2.683 -2.355  -0.043
C 0.720 1.732 -1.286  -0.297
N -0.547 1.277 -0.979  -0.018
C -1.262 1.774 0.010  -0.382
C -1.132 2.954 0.741  -0.094
C -2.119 3.301 1.669  -0.156
C -3.106 2.425 2.045  -0.181
C -3.177 1.158 1.467  -0.125
C -2.334 0.847 0.398  -0.268
P -1.966 -0.814 -0.282  0.932
C -3.266 -1.910 0.310  -0.572
C -3.237 -2.296 1.807  -0.134
C -4.779 -1.745 -0.094  -0.113
C -2.413 -0.725 -2.106  -0.488
C -2.918 0.582 -2.754  -0.129
C -1.100 -1.109 -2.867  -0.173
H 4.513 -2.102 -1.510  0.082
H 3.876 -0.433 -2.065  0.061
H 2.743 -1.779 -1.832  0.049
H 4.367 -0.273 0.219  0.047
H 3.233 -3.014 0.696  0.058
H 3.639 -1.901 2.022  0.069
H 4.936 -2.437 0.938  0.069
H 2.123 -0.546 2.652  0.074
H 0.708 2.059 1.905  0.042
H 1.030 1.414 3.615  0.078
H -0.031 0.544 2.386  0.061
H 3.136 2.199 1.875  0.080
H 4.305 0.881 1.805  0.049
H 3.584 1.271 3.393  0.061
H 4.049 1.384 -0.645  0.072
H 4.355 3.087 -2.508  0.093
H 2.120 3.862 -3.594  0.070
H -0.009 2.958 -2.920  0.104
H -0.405 3.743 0.483  0.103
H -2.124 4.286 2.166  0.087
H -3.935 2.765 2.619  0.059
H -3.876 0.424 1.874  0.065
H -2.994 -2.799 -0.224  0.074
H -3.732 -1.443 2.430  0.074
H -2.190 -2.366 2.196  0.065
H -3.897 -3.174 1.970  0.065
H -5.205 -0.771 0.332  0.089
H -5.284 -2.509 0.369  0.015
H -5.009 -1.786 -1.117  0.030
H -3.175 -1.567 -2.237  0.094
H -2.263 1.386 -2.598  0.019
H -3.796 1.075 -2.186  0.097
H -2.986 0.450 -3.782  0.031
H -0.335 -0.407 -2.659  0.019
H -1.123 -1.258 -3.968  0.061
H -0.773 -2.099 -2.449  0.052
F 0.856 -3.615 2.291  -0.080
C 0.380 -3.761 0.999  -0.614
F 1.381 -4.603 0.486  -0.098
F -0.650 -4.586 1.086  -0.012


DFT (ωB97M-V/def2-TZVPD) results for the molecule C31H64Cl2INO4P2.

As for the molar mass: 774.6 g/mol. The total energy comes out at -3476.005833 Eh. Its largest force on an atom is 2.6 eV Å⁻¹.

Each line ends with the Löwdin charge.
Element x y z (Å)
C -5.389 -5.173 -3.967  -0.095
C -4.660 -6.036 -5.023  -0.242
C -3.191 -6.300 -4.626  -0.210
C -2.148 -5.320 -5.209  -0.203
C -2.567 -3.859 -5.290  -0.211
C -2.495 -3.091 -3.963  -0.201
C -1.060 -2.999 -3.426  -0.198
C -0.927 -3.089 -1.895  -0.193
C -1.644 -4.285 -1.241  -0.185
C -2.154 -3.924 0.173  -0.187
C -1.393 -4.585 1.330  -0.196
C 0.140 -4.533 1.229  -0.194
C 0.771 -3.541 2.227  -0.210
C 0.270 -2.138 1.938  -0.144
C 0.544 -1.074 3.048  -0.376
C 1.757 -1.495 3.892  -0.043
O 0.884 0.194 2.515  -0.172
C -0.056 1.237 2.394  -0.532
P -0.974 0.878 0.804  0.832
O -1.906 -0.261 0.972  -0.402
C -1.133 1.350 3.474  -0.608
I -0.296 1.428 5.485  1.006
C -2.200 2.435 3.212  -0.268
C -2.122 3.716 4.074  -0.153
C 0.757 2.574 2.269  -0.299
O 0.859 2.906 0.874  -0.188
C 0.523 4.253 0.513  -0.431
C 1.683 5.047 -0.169  -0.220
C 3.004 4.295 -0.295  -0.212
C 3.959 5.059 -1.249  -0.189
C 5.411 5.037 -0.751  -0.212
C 6.205 3.829 -1.247  -0.267
N 6.001 2.641 -0.379  0.004
P -0.852 4.444 -0.759  0.933
C -0.725 2.988 -1.894  -0.257
O -2.324 4.289 0.031  -0.355
C 2.096 2.440 3.014  -0.584
Cl 3.334 1.722 1.930  0.668
C 2.665 3.730 3.721  -0.674
C 2.044 5.084 3.415  -0.120
Cl 4.437 3.913 3.444  0.592
H -4.863 -5.218 -3.023  0.055
H -6.405 -5.536 -3.860  0.065
H -5.361 -4.136 -4.284  0.061
H -4.648 -5.532 -5.983  0.093
H -5.137 -7.003 -5.141  0.094
H -3.065 -6.371 -3.549  0.091
H -2.930 -7.284 -5.014  0.098
H -1.931 -5.647 -6.225  0.105
H -1.225 -5.452 -4.654  0.096
H -3.552 -3.728 -5.729  0.093
H -1.875 -3.362 -5.970  0.110
H -3.210 -3.461 -3.237  0.083
H -2.803 -2.072 -4.193  0.107
H -0.680 -2.020 -3.713  0.104
H -0.384 -3.717 -3.881  0.097
H 0.136 -3.206 -1.688  0.097
H -1.205 -2.135 -1.455  0.099
H -0.906 -5.078 -1.150  0.104
H -2.449 -4.683 -1.849  0.076
H -2.225 -2.851 0.296  0.080
H -3.182 -4.285 0.237  0.103
H -1.662 -4.013 2.219  0.101
H -1.767 -5.586 1.506  0.104
H 0.517 -5.517 1.495  0.105
H 0.505 -4.246 0.249  0.091
H 1.842 -3.614 2.066  0.108
H 0.520 -3.898 3.222  0.115
H 0.684 -1.748 1.011  0.124
H -0.806 -2.215 1.896  0.074
H -0.296 -1.147 3.737  0.119
H 2.050 -0.610 4.454  0.052
H 2.612 -1.753 3.277  0.086
H 1.501 -2.244 4.630  0.083
H -1.728 1.990 0.401  0.009
H 0.057 0.576 -0.105  0.052
H -1.666 0.411 3.480  0.060
H -3.167 1.997 3.422  0.116
H -2.212 2.773 2.181  0.064
H -2.600 4.505 3.495  0.069
H -1.109 4.052 4.256  0.025
H -2.689 3.608 4.988  0.062
H 0.163 3.306 2.806  0.101
H 0.176 4.851 1.350  0.092
H 1.817 5.984 0.361  0.107
H 1.395 5.340 -1.178  0.067
H 3.489 4.320 0.669  0.054
H 2.865 3.281 -0.644  0.100
H 3.903 4.672 -2.261  0.107
H 3.659 6.104 -1.203  0.101
H 5.893 5.963 -1.067  0.101
H 5.448 5.027 0.335  0.096
H 7.266 4.063 -1.252  0.100
H 5.844 3.587 -2.244  0.100
H 6.894 2.344 -0.012  0.059
H 5.620 1.889 -0.937  0.059
H 0.156 2.406 -1.656  0.025
H -1.633 2.398 -1.829  0.033
H -0.699 3.393 -2.895  0.026
H -2.488 5.102 0.530  0.041
H 2.016 1.716 3.802  0.023
H 2.606 3.571 4.787  0.079
H 2.345 5.759 4.210  0.081
H 2.489 5.492 2.517  0.057
H 0.962 5.103 3.407  0.061